This record from the Open Molecules 2025 dataset describes 9 unconnected molecules or ions with the total composition C36H74N4O9P. The level of theory is the ωB97M-V functional and the def2-TZVPD basis.

Last columns: bonded neighbours and bond lengths (Å).
Positions of all 124 atoms, in Å:
1 C -1.32886 2.38559 -0.87724  C2 1.190, H19 1.079
2 C -1.54879 2.37814 -2.04634  C1 1.190, C3 1.476
3 C -1.79993 2.33864 -3.50039  C2 1.476, N4 1.491, H20 1.092, H21 1.098
4 N -1.64960 0.99296 -4.12439  C3 1.491, C5 1.380, P14 1.811
5 C -0.33430 0.67821 -4.40109  N4 1.380, N6 1.414, N7 1.309
6 N 0.73773 1.30125 -3.72056  C5 1.414, H22 1.020, H23 1.016
7 N 0.00236 -0.17410 -5.33646  C5 1.309, C8 1.481, C10 1.475
8 C -0.98626 -0.95149 -6.11786  N7 1.481, N9 1.446, H24 1.097, H25 1.089
9 N -1.14164 -2.27769 -5.56280  C8 1.446, H26 1.013, H27 1.012
10 C 1.41972 -0.40932 -5.66836  N7 1.475, C11 1.553, H28 1.095, H29 1.094
11 C 2.24914 -1.17942 -4.60539  C10 1.553, C12 1.543, O13 1.423, H30 1.097
12 C 3.22731 -2.17026 -5.26962  C11 1.543, H31 1.094, H32 1.096, H33 1.096
13 O 1.39647 -1.84190 -3.67790  C11 1.423, H34 0.962
14 P -2.63118 -0.36220 -3.43050  N4 1.811, C15 1.836, C17 1.824
15 C -1.83045 -0.89996 -1.86809  P14 1.836, C16 1.552, H35 1.096, H36 1.094
16 C -2.30210 -2.35939 -1.62781  C15 1.552, H37 1.100, H38 1.090, H39 1.092
17 C -4.22325 0.38430 -2.94744  P14 1.824, C18 1.553, H40 1.097, H41 1.095
18 C -4.83208 1.20447 -4.11742  C17 1.553, H42 1.093, H43 1.094, H44 1.098
19 H -1.02953 2.46158 0.15648  C1 1.079
20 H -2.81106 2.68777 -3.71746  C3 1.092
21 H -1.12680 3.05702 -3.98599  C3 1.098
22 H 0.80259 2.29991 -3.91976  N6 1.020
23 H 0.62815 1.16835 -2.71882  N6 1.016
24 H -0.60471 -0.97775 -7.14580  C8 1.097
25 H -1.93028 -0.40990 -6.08516  C8 1.089
26 H -0.54727 -2.94674 -6.03728  N9 1.013
27 H -2.09844 -2.59301 -5.65769  N9 1.012
28 H 1.89415 0.56252 -5.84229  C10 1.095
29 H 1.41120 -0.93354 -6.62846  C10 1.094
30 H 2.84771 -0.42919 -4.07460  C11 1.097
31 H 3.07384 -2.26312 -6.34846  C12 1.094
32 H 4.26638 -1.86251 -5.10469  C12 1.096
33 H 3.11050 -3.15487 -4.80347  C12 1.096
34 H 1.57755 -1.50737 -2.79420  O13 0.962
35 H -2.18873 -0.27676 -1.04107  C15 1.096
36 H -0.73831 -0.85084 -1.91441  C15 1.094
37 H -2.98817 -2.68957 -2.42163  C16 1.100
38 H -2.83243 -2.44749 -0.68015  C16 1.090
39 H -1.45058 -3.04214 -1.66445  C16 1.092
40 H -4.86845 -0.48150 -2.75241  C17 1.097
41 H -4.16487 1.01220 -2.05227  C17 1.095
42 H -4.76454 2.27625 -3.91423  C18 1.093
43 H -5.89345 0.97146 -4.23982  C18 1.094
44 H -4.31955 1.01966 -5.07045  C18 1.098
45 C -0.40174 -3.78198 2.91053  C46 1.501, H49 1.088, H50 1.090, H51 1.089
46 C -0.37474 -2.60881 1.97504  C45 1.501, O47 1.212, C48 1.512
47 O -1.35467 -2.23006 1.37138  C46 1.212
48 C 0.94748 -1.89043 1.82713  C46 1.512, H52 1.091, H53 1.091, H54 1.090
49 H -1.40426 -4.20323 2.93103  C45 1.088
50 H 0.30792 -4.54286 2.58495  C45 1.090
51 H -0.11581 -3.47208 3.91425  C45 1.089
52 H 1.70953 -2.57233 1.44608  C48 1.091
53 H 1.27584 -1.50873 2.79492  C48 1.091
54 H 0.82197 -1.05853 1.13474  C48 1.090
55 C 3.19227 -6.29503 5.46900  C56 1.505, H59 1.088, H60 1.090, H61 1.089
56 C 1.75113 -5.95395 5.73666  C55 1.505, O57 1.212, C58 1.508
57 O 1.20153 -5.00317 5.22338  C56 1.212
58 C 1.01363 -6.86536 6.68578  C56 1.508, H62 1.091, H63 1.091, H64 1.087
59 H 3.61809 -5.57061 4.77721  C55 1.088
60 H 3.75937 -6.28566 6.39998  C55 1.090
61 H 3.27136 -7.29500 5.04491  C55 1.089
62 H 1.50879 -6.87003 7.65795  C58 1.091
63 H 1.01800 -7.88654 6.30162  C58 1.091
64 H -0.01221 -6.52470 6.80248  C58 1.087
65 C 3.58269 3.85049 -3.69560  C66 1.507, H69 1.089, H70 1.090, H71 1.090
66 C 2.50811 4.85147 -3.35905  C65 1.507, O67 1.215, C68 1.501
67 O 1.38348 4.70195 -3.79505  C66 1.215
68 C 2.87911 5.98911 -2.45225  C66 1.501, H72 1.091, H73 1.092, H74 1.087
69 H 3.13711 3.11154 -4.36008  C65 1.089
70 H 4.44960 4.29704 -4.18274  C65 1.090
71 H 3.92752 3.37039 -2.78005  C65 1.090
72 H 3.67889 6.57938 -2.90228  C68 1.091
73 H 3.24336 5.59588 -1.50133  C68 1.092
74 H 2.01268 6.62355 -2.28282  C68 1.087
75 C 6.62569 -8.77732 3.46688  C76 1.509, H79 1.087, H80 1.091, H81 1.091
76 C 6.48298 -8.45290 4.93416  C75 1.509, O77 1.209, C78 1.508
77 O 5.40485 -8.45064 5.48175  C76 1.209
78 C 7.75277 -8.13346 5.68324  C76 1.508, H82 1.091, H83 1.091, H84 1.087
79 H 5.64826 -8.98988 3.04077  C75 1.087
80 H 7.07838 -7.93565 2.93995  C75 1.091
81 H 7.27369 -9.64539 3.33700  C75 1.091
82 H 8.24544 -7.26901 5.23499  C78 1.091
83 H 8.44041 -8.97899 5.63126  C78 1.091
84 H 7.52123 -7.91982 6.72359  C78 1.087
85 C -6.29026 1.57588 1.19169  C86 1.505, H89 1.088, H90 1.089, H91 1.090
86 C -5.48779 0.34856 0.85178  C85 1.505, O87 1.210, C88 1.512
87 O -5.96536 -0.60400 0.27773  C86 1.210
88 C -4.02951 0.36430 1.25180  C86 1.512, H92 1.091, H93 1.093, H94 1.089
89 H -7.31513 1.44949 0.85044  C85 1.088
90 H -6.28712 1.74668 2.26723  C85 1.089
91 H -5.85643 2.45736 0.71848  C85 1.090
92 H -3.92402 0.48483 2.33065  C88 1.091
93 H -3.52685 1.19634 0.75142  C88 1.093
94 H -3.56413 -0.57496 0.95634  C88 1.089
95 C -8.38475 4.58799 4.22406  C96 1.508, H99 1.087, H100 1.091, H101 1.091
96 C -7.16805 5.02424 3.44656  C95 1.508, O97 1.210, C98 1.509
97 O -6.65487 4.30855 2.61648  C96 1.210
98 C -6.62433 6.39701 3.75559  C96 1.509, H102 1.091, H103 1.091, H104 1.087
99 H -8.68105 3.58883 3.91444  C95 1.087
100 H -8.16553 4.58745 5.29296  C95 1.091
101 H -9.20898 5.28108 4.04874  C95 1.091
102 H -6.34309 6.46006 4.80796  C98 1.091
103 H -7.38710 7.15326 3.56404  C98 1.091
104 H -5.75386 6.59571 3.13527  C98 1.087
105 C 3.14412 1.53066 0.08584  C106 1.512, H109 1.089, H110 1.093, H111 1.091
106 C 4.37547 2.39288 0.25101  C105 1.512, O107 1.207, C108 1.506
107 O 4.29660 3.59749 0.22696  C106 1.207
108 C 5.68810 1.67869 0.44162  C106 1.506, H112 1.092, H113 1.091, H114 1.087
109 H 2.27350 2.17161 -0.04473  C105 1.089
110 H 3.25274 0.88269 -0.78725  C105 1.093
111 H 2.99724 0.90547 0.96799  C105 1.091
112 H 5.89289 1.03433 -0.41547  C108 1.092
113 H 5.64791 1.05248 1.33431  C108 1.091
114 H 6.48838 2.40638 0.54692  C108 1.087
115 C 1.15344 5.81043 1.27775  C116 1.514, H119 1.087, H120 1.092, H121 1.091
116 C 0.18229 5.97235 2.42736  C115 1.514, O117 1.206, C118 1.512
117 O 0.55251 6.25294 3.53983  C116 1.206
118 C -1.27881 5.76261 2.09799  C116 1.512, H122 1.092, H123 1.091, H124 1.087
119 H 2.16961 5.97753 1.62619  C115 1.087
120 H 1.08048 4.80465 0.85855  C115 1.092
121 H 0.91577 6.52756 0.49012  C115 1.091
122 H -1.42467 4.74766 1.72280  C118 1.092
123 H -1.58762 6.46428 1.32151  C118 1.091
124 H -1.89063 5.91181 2.98386  C118 1.087

As for the HOMO energy: -10.8 eV. The calculation puts the gap between HOMO and LUMO at 8.3984 eV. Its total charge is +1.